[1]
# C4H12NO

A cluster of 2 separate species, C4H12NO in total (ωB97M-V/def2-TZVPD, OMol25).

Results
- Charge: +1
- Orbital gap: 10.773 eV

Geometry (Å):
C  -0.795909  0.177562  -0.758485
C  -0.636512  1.501473  0.096371
C  0.388770  1.210402  1.226572
C  1.537356  1.899290  1.376625
N  0.454136  -0.776528  -0.768948
H  -1.573874  -0.549399  -0.409520
H  -0.954155  0.396704  -1.755226
H  -0.184351  2.298631  -0.635952
H  -1.696448  1.916802  0.269435
H  0.117449  0.707181  2.121798
H  2.292966  1.699788  2.195728
H  1.926841  2.655552  0.785340
H  1.298857  -0.202460  -0.974105
H  0.765935  -1.101095  0.207662
H  0.232787  -1.518904  -1.483310
H  -0.592820  -3.935874  -0.139969
H  -1.723439  -3.290157  -0.823700
O  -0.857589  -3.088969  -0.530317

Forces on atoms 1 to 3 (eV/Å):
0.1 -1.4 2.8
0.8 0.1 -1.8
0.0 2.8 -0.1

[2]
# C3H11N3O2

A cluster of 2 separate species, C3H11N3O2 in total (ωB97M-V/def2-TZVPD, OMol25).

Results
- Structure (SMILES): CC(=O)N(C)N.NO
- Orbital gap: 9.653 eV

Geometry (Å):
C  1.546898  -0.759425  -1.700787
C  1.485732  0.031224  -0.414142
O  2.386235  0.782768  -0.063442
N  0.578339  -0.416298  0.509138
C  -0.542386  -1.287446  0.263076
N  0.566076  0.252186  1.753226
H  0.604810  -0.683806  -2.238110
H  1.755851  -1.809138  -1.503031
H  2.368689  -0.377244  -2.300033
H  -1.321974  -0.785414  -0.314812
H  -0.975818  -1.599601  1.212845
H  -0.217853  -2.151611  -0.312329
H  1.232678  1.024932  1.679165
H  0.887324  -0.364001  2.501736
N  -2.271945  1.348368  -0.312760
O  -1.713285  1.864052  0.952678
H  -2.291643  2.188667  -0.896373
H  -3.247470  1.173245  -0.064055
H  -0.830258  1.568541  1.248009

Forces on atoms 1 to 3 (eV/Å):
-0.2 0.5 -0.2
1.0 -1.8 1.1
-0.4 0.7 -0.4

For the records above, the corresponding max |F| values read 3.174, 2.371 eV/A.